28
Properties=species:S:1:pos:R:3:forces:R:3 method="wB97M-V/def2-TZVPD" homo_ha=-0.2999 e_above_lowest_kj_mol=456.59 lumo_ev=0.8 multiplicity=1 homo_lumo_gap_ev=8.9
C 1.44015 2.29750 -3.14484 -0.9 -0.9 -0.5
C 0.03179 2.19395 -3.25751 -0.5 1.6 0.5
C 2.00260 1.56038 -2.16369 0.6 -1.2 2.2
C -0.81933 1.79750 -2.20895 1.4 -0.3 -2.6
C 1.17876 0.96422 -1.14623 2.0 -0.8 -0.5
C -0.14425 1.09635 -1.18151 -3.3 0.0 0.2
C 1.74701 0.18643 -0.02029 2.4 0.9 1.0
C 1.49166 -0.95196 0.62774 -1.7 0.6 -2.2
C -0.85505 -0.71286 0.63428 2.3 -0.7 -0.2
C 0.19264 -1.66684 0.20947 1.7 -1.8 0.5
C -1.00883 -1.27418 4.15001 -1.2 -1.2 -2.7
C -1.05813 0.43811 -0.19023 -2.1 2.7 -0.1
C -1.29142 -1.58477 2.80599 -0.8 -0.8 1.7
N -1.36921 -0.69003 1.76760 -0.2 1.9 2.1
O -1.69682 -2.78130 2.18870 0.9 -0.3 0.5
H 2.05348 2.79001 -3.89088 -0.2 -0.2 -0.1
H -0.36511 2.56049 -4.18958 -0.5 0.3 0.0
H 3.06713 1.30181 -2.11873 -0.3 0.6 0.0
H -1.92150 1.85749 -2.43750 1.3 -0.3 0.9
H 2.57104 0.74277 0.42105 0.4 -0.1 -0.2
H 2.10635 -1.30302 1.44102 -0.1 0.0 0.1
H -1.44462 1.19600 0.55777 0.0 -0.5 -1.3
H 0.28324 -2.12893 -0.81918 -0.6 1.1 0.9
H 0.06434 -2.46869 0.90198 0.1 -1.1 0.0
H -0.81390 -0.23023 4.36334 0.0 -0.1 -0.1
H -1.19412 -1.94805 5.01426 0.4 0.3 -1.1
H -1.85506 0.09301 -0.83398 -1.0 0.3 -0.1
H -2.39284 -3.33514 2.51990 -0.3 0.0 1.1